The following is a DFT calculation (ωB97M-V/def2-TZVPD) of a single C5H8O5 molecule in a non-equilibrium geometry.

Gap between HOMO and LUMO: 9.25 eV
SMILES: C=C(O)C(=O)[C@@H](O)C(O)O
Energy relative to the best compared isomer or geometry (same formula, charge and spin): 52.8 kcal/mol

Geometry as ORCA input:
```
! RIJCOSX wB97M-V def2-TZVPD def2/J DEFGRID3
* xyz 0 1
C -1.88032 0.13038 0.41406
C -0.52434 -0.37088 -0.33852
C 0.67752 0.59011 -0.21847
C 2.05953 -0.03750 0.02375
C 3.10740 0.69648 0.21035
H -3.61441 -0.79637 0.28695
H -1.80085 0.00660 1.50594
H -1.49106 1.99083 -0.01199
H -0.78653 -0.42149 -1.39828
H -0.88010 -2.18222 -0.33640
H 1.31449 -1.71854 -0.20426
H 3.09147 1.79975 0.33649
H 3.98138 0.18537 0.56548
O -2.75362 -0.84333 -0.13389
O -2.25819 1.41955 0.05822
O -0.28060 -1.60420 0.18663
O 0.51197 1.80368 -0.21595
O 2.22379 -1.39014 -0.05638
*
```